1.
Here is a structure of composition C21H24BrN12OSTl from OMol25. Energies are from the ωB97M-V functional and the def2-TZVPD basis.

energy relative to the best compared isomer or geometry (same formula, charge and spin)	0.0	kcal per mole
HOMO	-8.191	eV

ORCA input file:
```
! RIJCOSX wB97M-V def2-TZVPD def2/J DEFGRID3
* xyz 0 1
Tl 0.37 1.91 -0.93
N -0.01 -1.41 1.52
C 0.49 -0.20 1.98
N 0.93 -0.07 3.23
N 1.36 1.20 3.28
N 1.20 1.78 2.13
N 0.64 0.90 1.27
C -0.56 -1.64 0.30
N -1.06 -2.86 -0.03
N -1.44 -2.77 -1.27
N -1.21 -1.55 -1.65
N -0.65 -0.79 -0.72
H -0.10 -2.14 2.20
Br -5.71 4.20 2.97
C -4.17 3.67 2.02
C -4.18 3.62 0.64
C -3.02 3.22 0.00
N -1.90 2.89 0.64
C -1.91 2.94 1.97
C -3.01 3.33 2.71
H -5.07 3.88 0.08
H -2.99 3.17 -1.08
H -0.98 2.68 2.46
H -2.97 3.36 3.79
N -1.82 -1.34 -4.40
C -0.63 -1.90 -5.07
C 0.43 -0.82 -5.25
N 0.91 -0.18 -4.02
H -2.56 -2.04 -4.36
H -2.19 -0.56 -4.94
H -1.35 -1.27 -2.65
H -0.87 -2.34 -6.04
H -0.24 -2.69 -4.43
H 0.05 -0.04 -5.91
H 1.29 -1.27 -5.76
H 1.26 -0.87 -3.37
H 0.16 0.33 -3.57
O 2.88 1.08 -0.67
S 4.10 0.41 -1.19
C 4.94 -0.14 0.29
C 6.19 -0.73 0.20
C 6.81 -1.17 1.36
C 6.19 -1.00 2.59
C 4.94 -0.38 2.67
C 4.31 0.05 1.51
C 3.54 -1.20 -1.74
C 2.50 -1.80 -1.05
C 2.00 -3.00 -1.51
C 2.54 -3.59 -2.65
C 3.58 -2.98 -3.33
C 4.09 -1.77 -2.88
H 6.67 -0.86 -0.76
H 7.79 -1.64 1.31
H 6.68 -1.33 3.49
H 4.46 -0.24 3.62
H 3.35 0.56 1.55
H 2.10 -1.31 -0.17
H 1.18 -3.49 -0.98
H 2.14 -4.53 -3.01
H 4.00 -3.44 -4.22
H 4.88 -1.27 -3.42
*
```

2.
Here is a structure of composition C21H24ClMnNO5SSe3Te from OMol25. Energies are from the ωB97M-V functional and the def2-TZVPD basis.

energy relative to the best compared isomer or geometry (same formula, charge and spin)	0.0	kcal per mole
HOMO (alpha / beta)	-7.464 / -7.466	eV
<S²>	3.792

ORCA input file:
```
! RIJCOSX wB97M-V def2-TZVPD def2/J DEFGRID3
* xyz 0 4
Mn 0.30 -0.26 -0.46
Se 2.50 -1.27 -0.19
Se 3.43 0.14 1.37
Te 1.75 0.02 3.20
Se -0.29 -0.27 1.94
C -3.26 -6.17 -1.89
C -3.56 -4.77 -2.35
C -3.88 -4.55 -3.69
C -4.16 -3.28 -4.15
C -4.11 -2.20 -3.28
C -3.79 -2.40 -1.94
N -3.67 -1.32 -1.04
C -4.34 -0.12 -1.14
C -5.70 -0.11 -1.50
C -6.43 1.05 -1.52
C -5.85 2.26 -1.15
C -4.52 2.27 -0.78
C -3.74 1.11 -0.78
C -2.29 1.28 -0.46
O -1.85 2.32 0.03
O -1.55 0.26 -0.77
C -3.52 -3.69 -1.46
C -3.19 -3.88 -0.01
H -3.29 -6.87 -2.72
H -3.97 -6.51 -1.13
H -2.26 -6.23 -1.43
H -3.91 -5.39 -4.37
H -4.40 -3.12 -5.19
H -4.30 -1.20 -3.64
H -2.73 -1.23 -0.67
H -6.17 -1.05 -1.75
H -7.47 1.02 -1.80
H -6.42 3.18 -1.15
H -4.03 3.19 -0.49
H -3.80 -3.23 0.61
H -2.14 -3.63 0.19
H -3.34 -4.91 0.31
O 1.07 1.48 -0.41
S 0.55 2.60 -1.34
C 0.52 4.03 -0.22
C 1.85 4.79 -0.37
C 2.86 3.83 -0.99
C 2.10 3.12 -2.10
H 0.39 3.55 0.76
H -0.37 4.61 -0.43
H 2.18 5.18 0.59
H 1.70 5.64 -1.04
H 3.20 3.09 -0.26
H 3.74 4.35 -1.38
H 2.57 2.22 -2.50
H 1.84 3.79 -2.92
Cl 0.80 -3.21 -4.25
C -0.62 -2.49 -3.45
C -0.17 -1.66 -2.29
O 0.38 -0.53 -2.44
O -0.35 -2.05 -1.10
H -1.27 -3.28 -3.12
H -1.13 -1.85 -4.17
*
```